{"formula": "C37H40CaClN4PSe", "method": "ωB97M-V/def2-TZVPD", "gap_ev": 6.7, "total_charge": 0, "e_homo_ev": -6.4992, "e_tot_ev": -150576.9824, "relative_energy_kj_mol": 71.8, "elements": ["Se", "Ca", "Cl", "P", "N", "N", "N", "N", "C", "C", "C", "C", "C", "C", "C", "C", "C", "C", "C", "C", "C", "C", "C", "C", "C", "C", "C", "C", "C", "C", "C", "C", "C", "C", "C", "C", "C", "C", "C", "C", "C", "C", "C", "C", "C", "H", "H", "H", "H", "H", "H", "H", "H", "H", "H", "H", "H", "H", "H", "H", "H", "H", "H", "H", "H", "H", "H", "H", "H", "H", "H", "H", "H", "H", "H", "H", "H", "H", "H", "H", "H", "H", "H", "H", "H"], "positions_angstrom": [[0.31184, -2.92905, 3.84281], [-0.10244, 0.10355, -0.67201], [0.91107, -2.32579, 0.16343], [2.67937, 0.38993, 0.52931], [0.04994, -0.19197, -2.89523], [-1.04042, 2.39553, -0.34032], [-0.20453, -0.06781, 4.56287], [-2.26836, -0.17444, 0.52111], [-1.18133, 1.15295, -4.55500], [5.70716, 3.56244, -0.86258], [3.11691, -0.75169, 3.07282], [1.09072, -0.63579, -3.70814], [5.00891, 1.95977, 0.79003], [3.14895, -3.52862, -0.66627], [3.27193, -1.66150, -5.19206], [-1.41429, 2.94984, -1.65165], [2.68891, 1.67298, 4.36694], [-3.04380, 1.06054, 0.31942], [4.59790, 3.25447, -1.63687], [5.31379, -2.49782, -0.78165], [5.91014, 2.91741, 0.35056], [-3.57519, 0.25665, -3.46976], [2.63962, -2.33163, -0.20108], [2.59119, 1.59793, 2.99230], [0.90597, -1.19890, -4.98239], [3.89559, 1.63878, 0.01461], [-3.14703, -1.33404, 0.32251], [-0.01211, 3.24722, 0.27401], [3.20097, -0.67342, 4.45802], [4.77661, -1.31002, -0.30994], [2.99482, 0.53252, 5.10146], [0.00973, -1.18482, 4.31192], [-1.13864, 0.20656, -3.51305], [-2.36165, -0.25367, -3.01436], [3.69144, 2.30114, -1.19454], [-2.38577, 1.64458, -5.01627], [3.41994, -1.19598, -0.00453], [2.40435, -0.59992, -3.21485], [3.47224, -1.10982, -3.93339], [-2.22403, 2.31882, 0.54154], [1.98100, -1.69411, -5.70412], [-3.59606, 1.21649, -4.46595], [4.50103, -3.60552, -0.96099], [2.81722, 0.38398, 2.33478], [-1.72154, -0.24307, 1.88909], [2.49383, -4.37872, -0.79887], [-3.89850, 1.08333, 1.01053], [-4.50537, -0.12046, -3.05728], [-2.34525, -1.05841, -2.28607], [4.10353, -2.05474, -5.76326], [5.16193, 1.46511, 1.74207], [2.58396, -0.15999, -2.24332], [-4.53534, 1.61211, -4.83095], [-2.86505, 3.19494, 0.38606], [-2.56221, -2.25423, 0.34341], [-0.37737, 4.27060, 0.42598], [-2.51812, -0.14990, 2.63605], [0.86797, 3.29323, -0.37065], [-1.23387, -1.20721, 2.04807], [-3.44456, 1.04100, -0.69695], [2.82530, 2.06489, -1.80473], [-1.72664, 3.99695, -1.55078], [-2.22904, 2.37548, -2.09262], [2.36300, 2.49408, 2.42303], [6.37049, -2.55402, -1.01190], [4.43290, 3.75640, -2.58217], [-0.56501, 2.89632, -2.33368], [5.41869, -0.44910, -0.18589], [6.41241, 4.31096, -1.20172], [-2.39114, 2.38166, -5.81084], [-0.98381, 0.53694, 2.08670], [0.28225, 2.83672, 1.24174], [1.80194, -2.12683, -6.68209], [3.26175, -1.70589, 2.58532], [-1.88339, 2.36231, 1.57514], [-0.09029, -1.26120, -5.40084], [-0.24802, 1.51081, -4.97411], [3.03919, 0.58332, 6.18208], [2.50475, 2.61293, 4.87153], [3.39357, -1.57145, 5.02912], [-3.89655, -1.39295, 1.12066], [4.91277, -4.53497, -1.33307], [4.46759, -1.06547, -3.50472], [-3.66234, -1.25645, -0.63450], [6.77249, 3.16132, 0.95793]], "forces_ev_per_a": [[-0.08, 0.24, 0.06], [-0.14, 0.15, 0.03], [0.29, -0.20, 0.12], [-0.31, -0.09, 0.00], [0.05, -0.05, -0.44], [-0.01, 0.11, 0.10], [0.03, -0.22, -0.10], [-0.02, 0.02, 0.02], [-0.01, -0.02, 0.02], [0.00, 0.02, -0.03], [0.01, 0.02, 0.00], [-0.01, 0.02, 0.11], [0.03, 0.01, -0.01], [0.05, 0.02, 0.00], [0.03, 0.00, -0.02], [0.02, -0.05, 0.02], [0.00, 0.00, 0.03], [-0.03, -0.03, 0.00], [-0.01, 0.00, 0.00], [0.03, 0.03, 0.01], [0.00, -0.01, 0.02], [0.02, -0.02, 0.02], [-0.19, 0.00, 0.02], [0.01, 0.00, 0.00], [0.03, 0.04, 0.03], [0.00, 0.04, -0.05], [0.03, 0.03, -0.02], [-0.03, 0.00, -0.02], [0.02, 0.00, 0.01], [-0.04, -0.04, 0.00], [0.00, 0.01, 0.03], [-0.05, -0.02, -0.03], [0.09, 0.00, 0.03], [0.00, -0.01, 0.03], [0.02, 0.00, -0.03], [-0.03, 0.00, -0.02], [0.13, -0.08, 0.02], [-0.03, -0.05, -0.12], [-0.03, 0.01, 0.03], [0.07, 0.05, -0.04], [-0.01, -0.01, -0.01], [-0.01, 0.02, -0.01], [-0.02, -0.06, -0.01], [0.07, 0.08, 0.05], [-0.02, -0.11, -0.02], [0.02, 0.02, 0.00], [-0.01, 0.00, 0.01], [0.02, 0.01, -0.02], [0.01, 0.02, -0.02], [-0.03, 0.01, 0.02], [0.00, 0.01, -0.02], [-0.01, 0.05, 0.03], [0.03, -0.01, 0.01], [-0.02, 0.01, 0.00], [0.00, 0.01, 0.01], [-0.01, 0.00, 0.01], [0.08, 0.06, 0.06], [-0.01, -0.01, 0.00], [-0.01, 0.00, 0.01], [0.01, 0.00, 0.01], [0.02, 0.00, 0.01], [-0.01, 0.00, -0.01], [0.02, 0.02, 0.01], [0.00, -0.02, 0.00], [-0.04, 0.00, 0.01], [0.01, -0.01, 0.03], [-0.01, 0.02, 0.02], [0.02, 0.02, 0.00], [-0.01, -0.02, 0.01], [0.00, -0.01, 0.01], [0.02, -0.01, -0.01], [0.00, 0.00, -0.02], [0.00, 0.02, 0.02], [0.00, -0.02, 0.00], [0.00, -0.01, 0.02], [-0.02, 0.01, 0.01], [0.00, -0.02, 0.00], [0.01, 0.00, -0.03], [0.00, -0.02, -0.01], [0.00, 0.00, -0.02], [-0.02, 0.01, -0.01], [-0.01, 0.03, 0.01], [-0.02, 0.00, -0.02], [0.02, -0.01, 0.02], [-0.01, 0.00, -0.01]], "lowdin_charge": [0.345, 1.149, 0.663, 1.029, -0.151, -0.351, 0.020, -0.367, -0.055, -0.077, -0.110, -0.314, -0.091, -0.088, -0.115, -0.075, -0.086, -0.191, -0.072, -0.067, -0.069, -0.108, -0.600, -0.126, -0.039, -0.384, -0.082, -0.090, -0.095, -0.065, -0.081, -0.979, -0.373, -0.074, -0.107, -0.089, -0.398, -0.060, -0.095, -0.188, -0.098, -0.107, -0.060, -0.387, -0.132, 0.112, 0.136, 0.103, 0.089, 0.093, 0.115, 0.047, 0.097, 0.133, 0.094, 0.100, 0.109, 0.079, 0.019, 0.104, 0.088, 0.100, 0.073, 0.095, 0.110, 0.107, 0.090, 0.103, 0.106, 0.103, 0.064, 0.074, 0.100, 0.093, 0.115, 0.108, 0.120, 0.109, 0.106, 0.107, 0.101, 0.112, 0.097, 0.072, 0.108]}

---

{"formula": "C9H8NO3S", "method": "ωB97M-V/def2-TZVPD", "gap_ev": 6.9, "total_charge": -1, "e_homo_ev": -3.7253, "e_tot_ev": -27929.9011, "relative_energy_kj_mol": 234.3, "elements": ["S", "O", "O", "O", "N", "C", "C", "C", "C", "C", "C", "C", "C", "C", "H", "H", "H", "H", "H", "H", "H", "H"], "positions_angstrom": [[4.47554, 0.70184, 0.25646], [2.55975, -0.10581, 2.25748], [3.57921, 1.37920, -0.74033], [5.16759, -0.32178, -0.55299], [2.60520, -2.29362, -0.13081], [-1.66719, 1.70800, -0.34304], [-2.16082, 1.26094, 0.91365], [-0.53450, 1.19824, -0.84448], [0.17058, 0.24034, -0.11857], [1.35736, -0.28095, -0.81662], [2.97640, -0.18370, 1.13515], [-0.43906, -0.33698, 0.99941], [2.29745, -1.02518, 0.03643], [-1.57266, 0.17171, 1.61128], [0.03635, 1.51582, -1.68956], [1.03949, -1.00986, -1.68842], [-2.23580, 2.41035, -0.89619], [1.86147, 0.50793, -1.27876], [-2.03820, -0.28484, 2.49541], [2.11028, -2.64561, -0.86154], [0.05654, -1.17268, 1.45003], [-3.11008, 1.58280, 1.16368]], "forces_ev_per_a": [[-0.31, 0.26, -0.96], [0.20, 0.32, 0.12], [-0.22, 1.22, 0.63], [0.55, -0.74, 0.96], [1.43, 4.13, 3.75], [-1.54, -0.16, 1.92], [1.37, -1.61, -1.01], [2.24, -0.56, 0.72], [-1.95, -0.48, -0.10], [-0.99, -3.03, -1.39], [0.45, -1.25, -1.16], [1.12, -0.11, 0.46], [0.93, -2.87, 0.22], [-0.59, 1.46, -1.65], [-0.49, 0.62, -0.86], [0.31, 1.20, 1.49], [-0.48, 0.74, -0.31], [0.97, 1.24, -0.64], [0.35, 0.33, -0.45], [-1.92, -1.23, -2.91], [0.30, -0.39, 0.25], [-1.72, 0.92, 0.90]], "lowdin_charge": [0.674, 0.036, -0.567, -0.541, 0.169, -0.095, -0.082, -0.057, -0.205, -0.144, -0.423, -0.041, -0.337, -0.063, 0.116, 0.167, 0.085, 0.065, 0.103, -0.020, 0.104, 0.057]}

---

Copy entry 2 word for word.
{"formula": "C9H8NO3S", "method": "ωB97M-V/def2-TZVPD", "gap_ev": 6.9, "total_charge": -1, "e_homo_ev": -3.7253, "e_tot_ev": -27929.9011, "relative_energy_kj_mol": 234.3, "elements": ["S", "O", "O", "O", "N", "C", "C", "C", "C", "C", "C", "C", "C", "C", "H", "H", "H", "H", "H", "H", "H", "H"], "positions_angstrom": [[4.47554, 0.70184, 0.25646], [2.55975, -0.10581, 2.25748], [3.57921, 1.37920, -0.74033], [5.16759, -0.32178, -0.55299], [2.60520, -2.29362, -0.13081], [-1.66719, 1.70800, -0.34304], [-2.16082, 1.26094, 0.91365], [-0.53450, 1.19824, -0.84448], [0.17058, 0.24034, -0.11857], [1.35736, -0.28095, -0.81662], [2.97640, -0.18370, 1.13515], [-0.43906, -0.33698, 0.99941], [2.29745, -1.02518, 0.03643], [-1.57266, 0.17171, 1.61128], [0.03635, 1.51582, -1.68956], [1.03949, -1.00986, -1.68842], [-2.23580, 2.41035, -0.89619], [1.86147, 0.50793, -1.27876], [-2.03820, -0.28484, 2.49541], [2.11028, -2.64561, -0.86154], [0.05654, -1.17268, 1.45003], [-3.11008, 1.58280, 1.16368]], "forces_ev_per_a": [[-0.31, 0.26, -0.96], [0.20, 0.32, 0.12], [-0.22, 1.22, 0.63], [0.55, -0.74, 0.96], [1.43, 4.13, 3.75], [-1.54, -0.16, 1.92], [1.37, -1.61, -1.01], [2.24, -0.56, 0.72], [-1.95, -0.48, -0.10], [-0.99, -3.03, -1.39], [0.45, -1.25, -1.16], [1.12, -0.11, 0.46], [0.93, -2.87, 0.22], [-0.59, 1.46, -1.65], [-0.49, 0.62, -0.86], [0.31, 1.20, 1.49], [-0.48, 0.74, -0.31], [0.97, 1.24, -0.64], [0.35, 0.33, -0.45], [-1.92, -1.23, -2.91], [0.30, -0.39, 0.25], [-1.72, 0.92, 0.90]], "lowdin_charge": [0.674, 0.036, -0.567, -0.541, 0.169, -0.095, -0.082, -0.057, -0.205, -0.144, -0.423, -0.041, -0.337, -0.063, 0.116, 0.167, 0.085, 0.065, 0.103, -0.020, 0.104, 0.057]}